[1]
89
Properties=species:S:1:pos:R:3:forces:R:3:mulliken_charge:R:1 method="wB97M-V/def2-TZVPD" smiles="CN(C)P(=O)(N(C)C)N(C)C.CN(C)P(=O)(N(C)C)N(C)C.CCOCCCCCPCC(=O)Cl" total_energy_ev=-80169.29676 max_force_ev_per_a=6.82 spin_multiplicity=1
C -3.3574 2.3776 -2.0154 0.06 0.18 -0.08 -0.84
N -2.5677 1.1807 -1.8520 -0.39 -0.07 -0.30 0.35
C -1.7267 1.1571 -0.6655 0.40 -0.31 -0.05 -1.04
P -2.6238 -0.2996 -2.6881 -3.28 3.14 -0.97 0.36
O -3.2189 -1.2654 -1.7315 2.45 -1.37 0.11 -0.84
N -3.7545 -0.4340 -4.0007 -0.26 -0.10 0.23 0.24
C -4.5155 0.6854 -4.5272 0.19 0.11 -0.27 -1.12
C -4.5816 -1.6403 -3.9872 -0.14 -0.01 0.21 -1.07
N -1.3056 0.0043 -3.6534 1.35 -1.95 0.82 0.26
C -0.8386 1.3226 -4.0329 0.06 0.28 0.33 -0.71
C -0.7979 -1.1125 -4.4438 -0.14 0.02 -0.17 -1.11
H -2.7097 3.2643 -1.9958 0.00 -0.02 0.07 0.25
H -4.1075 2.4930 -1.2229 0.01 -0.02 0.00 0.35
H -3.8732 2.4053 -2.9681 0.03 -0.05 0.04 0.23
H -0.6720 1.3060 -0.9364 0.02 0.05 0.17 0.24
H -1.8082 0.2008 -0.1444 0.00 0.01 -0.01 0.24
H -2.0001 1.9315 0.0510 -0.15 0.08 -0.14 0.33
H -5.1793 1.1406 -3.7825 -0.07 -0.02 -0.07 0.39
H -5.1478 0.3330 -5.3442 0.04 -0.07 -0.01 0.36
H -3.8735 1.4553 -4.9624 0.05 0.05 0.17 0.26
H -5.4505 -1.5531 -3.3232 0.00 -0.04 0.00 0.33
H -4.0079 -2.5050 -3.6678 0.01 0.03 0.05 0.31
H -4.9366 -1.8331 -5.0024 0.01 0.10 -0.02 0.39
H -1.6366 1.9658 -4.4107 -0.03 -0.03 0.00 0.22
H -0.1051 1.2118 -4.8308 -0.02 -0.10 -0.01 0.41
H -0.3443 1.8411 -3.2083 -0.06 0.01 0.02 0.13
H -1.2752 -1.1609 -5.4287 0.02 0.01 -0.01 0.33
H -0.9879 -2.0580 -3.9331 -0.06 0.02 0.01 0.31
H 0.2824 -1.0350 -4.5751 0.00 0.04 0.03 0.43
C 0.4385 4.9792 -0.1944 0.08 0.09 -0.08 -0.75
N 0.2510 4.6285 1.1928 0.03 0.14 0.08 0.50
C -1.1222 4.7276 1.6555 0.04 -0.05 0.33 -1.27
P 1.3636 3.8977 2.2682 2.76 0.31 -6.23 0.64
O 0.9641 2.4522 2.1795 -1.56 0.40 3.41 -0.79
N 3.0143 3.5687 1.7097 0.24 -0.53 0.15 0.23
C 3.5443 4.0403 0.4457 0.11 0.33 0.15 -1.12
C 3.5166 2.2233 1.9788 -0.17 -0.13 -0.22 -1.18
N 1.9279 5.3733 2.8584 -0.92 -0.54 2.57 0.05
C 1.8526 6.6489 2.1727 -0.71 0.20 0.01 -0.83
C 2.8484 5.3175 3.9912 0.18 0.03 -0.08 -1.09
H 0.0428 5.9844 -0.3888 -0.05 -0.03 0.00 0.39
H -0.0712 4.2800 -0.8713 0.01 -0.01 0.02 -0.09
H 1.4859 5.0090 -0.4747 -0.01 -0.07 0.05 0.31
H -1.2779 5.6147 2.2857 -0.06 0.00 -0.03 0.23
H -1.4154 3.8458 2.2319 0.02 0.00 0.00 0.37
H -1.8093 4.7983 0.8113 0.08 -0.02 -0.07 0.43
H 2.9935 3.6498 -0.4211 0.08 -0.01 -0.04 0.33
H 4.5778 3.7026 0.3434 0.01 -0.02 0.05 0.38
H 3.5861 5.1304 0.3883 -0.18 0.01 -0.04 0.25
H 3.1837 1.4862 1.2352 0.02 -0.05 0.04 0.35
H 3.1965 1.8725 2.9556 -0.04 0.00 -0.01 0.30
H 4.6099 2.2486 1.9774 0.00 0.07 -0.06 0.41
H 2.2128 6.6000 1.1450 -0.01 -0.06 0.00 0.28
H 2.4796 7.3628 2.7063 0.04 -0.09 0.09 0.40
H 0.8402 7.0584 2.1586 0.00 -0.02 -0.05 0.20
H 3.8895 5.2701 3.6576 -0.01 0.02 -0.01 0.33
H 2.6521 4.4360 4.6020 0.03 -0.04 -0.05 0.34
H 2.7190 6.1863 4.6391 -0.06 0.00 -0.02 0.42
C 5.3351 -5.4794 1.7843 -0.42 0.19 0.12 -1.25
C 4.1198 -4.7465 1.2394 0.33 -0.18 0.03 -0.08
O 3.7767 -3.7305 2.1548 0.16 0.38 0.08 -0.37
C 2.7956 -2.8294 1.6606 -0.28 -0.62 0.14 -0.56
C 1.3841 -3.2356 2.1240 0.29 0.58 -0.51 -0.57
C 0.2984 -2.9026 1.0779 -0.26 -0.80 0.29 -0.45
C -0.6188 -4.1053 0.7521 -0.56 0.23 -0.26 -0.13
C -2.1040 -3.8150 1.0443 0.86 -0.85 -0.11 -0.70
P -3.2083 -5.2459 0.6873 -1.61 0.89 0.24 -0.13
C -2.6597 -6.4513 1.9906 1.17 -0.43 -0.31 -0.76
C -1.7506 -7.5443 1.4798 -0.33 0.14 -0.19 0.58
O -1.8271 -8.0898 0.4347 0.10 -0.13 0.03 -0.43
Cl -0.4667 -8.0108 2.6414 0.08 -0.04 0.08 -0.22
H 6.0193 -4.7375 2.1927 0.14 -0.05 -0.06 0.31
H 5.0297 -6.1443 2.5903 0.15 -0.10 0.02 0.29
H 5.8271 -6.0419 0.9938 0.03 -0.12 0.05 0.37
H 3.2839 -5.4423 1.0948 -0.06 0.02 -0.08 0.24
H 4.3771 -4.3118 0.2655 -0.13 0.11 -0.02 0.27
H 3.0452 -1.8317 2.0192 0.11 0.05 -0.11 0.18
H 2.8316 -2.8593 0.5671 0.02 0.26 -0.04 0.40
H 1.1565 -2.6975 3.0435 0.04 -0.27 0.19 0.29
H 1.4294 -4.3040 2.3339 -0.15 -0.03 0.04 0.38
H 0.7430 -2.5661 0.1414 0.07 0.25 0.09 0.32
H -0.3418 -2.1143 1.4729 0.10 0.23 -0.20 0.28
H -0.3256 -4.9999 1.3069 0.15 0.04 0.07 -0.04
H -0.5711 -4.3780 -0.3049 0.25 0.03 -0.02 0.32
H -2.4462 -2.9608 0.4600 -0.13 0.09 0.14 0.20
H -2.1901 -3.6364 2.1190 -0.33 0.35 -0.05 0.44
H -2.7170 -5.6944 -0.5524 0.54 -0.33 0.28 0.02
H -2.0990 -5.9170 2.7554 -0.23 0.14 0.11 0.36
H -3.5003 -6.9492 2.4738 -0.14 0.08 -0.12 0.47

***

[2]
22
Properties=species:S:1:pos:R:3:forces:R:3:mulliken_charge:R:1 method="wB97M-V/def2-TZVPD" smiles=CCCSSC.O.O total_energy_ev=-30140.40890 de_lowest_kcal_mol=6.6 max_force_ev_per_a=1.55 spin_multiplicity=1
C -0.4889 -0.0977 0.7913 1.10 1.05 -0.31 -1.17
C -0.9111 -1.5492 0.9224 -0.01 0.11 0.43 -0.29
C -1.3435 -1.9473 2.3524 0.16 0.51 -0.66 -0.60
S -3.1299 -1.8886 2.6715 -0.21 -0.56 -0.12 -0.11
S -3.7287 -0.0150 2.1938 -0.17 0.09 0.26 -0.08
C -4.1575 0.0140 0.4333 0.56 0.25 -0.38 -0.76
H 0.3702 0.2024 1.4129 -0.17 -0.61 0.23 0.38
H -0.0860 0.0965 -0.2133 -0.42 -0.07 0.00 0.33
H -1.2170 0.6803 1.0236 -0.40 -0.40 -0.15 0.27
H -1.7129 -1.7541 0.2155 -0.02 -0.17 -0.05 0.19
H -0.0506 -2.1552 0.6310 -0.09 -0.12 -0.01 0.34
H -1.0142 -2.9687 2.5831 -0.29 0.22 0.12 0.33
H -0.8875 -1.2428 3.0373 0.26 -0.11 0.33 0.33
H -5.2112 0.1025 0.2269 -0.50 0.05 0.37 0.36
H -3.6657 0.9283 0.0732 -0.07 -0.41 -0.28 0.26
H -3.8164 -0.8688 -0.1103 0.27 0.18 0.21 0.23
O 5.9040 1.1238 -4.2033 -0.21 0.18 0.23 -0.67
H 6.3043 0.7851 -3.3954 0.04 -0.11 -0.07 0.33
H 4.9593 0.9531 -4.1066 0.11 -0.12 -0.09 0.33
O 4.6079 3.1642 -1.7888 0.06 -0.28 -0.17 -0.64
H 5.0146 2.5552 -2.4235 -0.04 0.34 0.09 0.33
H 4.2606 3.8820 -2.3269 0.04 -0.01 0.00 0.32

***

[3]
56
Properties=species:S:1:pos:R:3:forces:R:3:mulliken_spin:R:1 method="wB97M-V/def2-TZVPD" total_energy_ev=-104365.31867 total_charge=+1 de_lowest_kcal_mol=58.8 max_force_ev_per_a=6.22 spin_multiplicity=5
O -2.3479 -3.0380 -2.8109 -1.74 -3.05 1.91 0.05
H -2.8103 -3.9142 -2.7605 0.53 0.98 0.09 0.01
Ir 0.0178 -0.9565 -0.2109 0.14 3.76 -4.95 0.15
N -1.7167 -1.6567 0.4991 0.41 -1.38 2.50 0.01
N -1.3753 0.4302 -0.8881 -1.22 0.26 1.22 0.27
N 1.6745 -1.9784 -0.1783 -0.65 -1.79 3.62 0.44
N 1.1973 -0.1468 -1.6958 -0.88 1.16 -0.41 0.53
O -1.7541 -2.6641 1.2474 -0.56 0.56 -0.76 0.42
O 1.8082 -2.9523 0.8005 0.33 -0.48 -0.16 0.10
O 0.8573 0.7558 -2.6689 0.12 -0.94 2.04 0.22
O -1.1192 1.5942 -1.4293 -0.13 -1.86 0.34 0.27
C -2.6705 0.1545 -0.5915 0.46 0.56 -0.29 -0.06
C -2.8819 -1.0463 0.1078 0.04 0.13 -0.42 0.10
C 2.8122 -1.4593 -0.6625 -0.88 1.57 -0.89 0.13
C 2.5356 -0.3322 -1.4876 2.74 -1.46 1.06 0.30
C -4.2002 -1.6782 0.4059 -0.30 0.07 0.23 0.01
H -4.4823 -2.4155 -0.3655 0.27 0.32 0.16 0.01
H -5.0055 -0.9358 0.4820 0.34 -0.15 -0.19 0.00
H -4.1611 -2.2061 1.3587 0.12 -0.03 -0.07 0.00
C -3.6722 1.1786 -0.9917 -0.81 0.05 0.37 0.01
H -3.7130 1.2985 -2.0858 -0.03 -0.09 0.42 -0.01
H -3.4251 2.1525 -0.5538 0.33 -0.16 -0.23 -0.01
H -4.6585 0.9561 -0.5703 0.14 -0.22 -0.44 0.00
C 4.0369 -2.0731 -0.1536 1.41 0.24 -0.36 0.00
C 3.5464 0.7052 -1.8796 0.68 0.49 -0.07 0.00
H 3.9294 -3.1633 -0.2711 0.36 0.41 0.14 0.00
H 4.1897 -1.8276 0.9159 -0.12 -0.22 -0.52 0.01
H 4.8901 -1.6951 -0.7386 -0.16 -0.37 0.33 0.00
H 3.1158 1.7209 -1.9600 -0.12 -0.69 -0.05 0.01
H 4.0085 0.4882 -2.8588 -0.27 0.01 0.25 0.03
H 4.3868 0.8115 -1.1580 -0.62 -0.47 -0.30 0.01
H 0.9231 -3.1797 1.2085 0.81 0.74 -1.16 0.00
H -0.0048 1.2164 -2.2343 0.48 -0.19 -0.45 0.01
C -1.7537 -1.3219 -3.9420 2.77 4.19 -0.26 0.96
H -2.7832 -0.9770 -3.8876 0.31 -0.84 -0.40 -0.02
H -1.2027 -2.2074 -4.1437 -0.68 -0.34 -0.88 0.00
H -0.9691 -0.4972 -3.7462 -1.49 -0.88 -0.22 0.02
O -0.2574 -2.6235 -1.3101 -1.01 -0.21 -0.65 0.04
H -1.7350 -2.9976 -2.0349 -0.05 -0.10 -0.56 -0.05
H 0.4253 -2.7699 -1.9850 -0.30 0.38 0.21 -0.01
C 0.6948 1.0123 4.8293 -0.07 -0.24 0.51 0.00
N 0.7692 2.0481 3.8169 0.06 0.00 -0.80 0.00
C 0.6903 3.4191 4.0410 0.14 -0.46 -0.92 0.00
C 0.8097 4.0139 2.8185 -0.04 -0.73 0.07 0.00
N 0.9551 3.0007 1.8731 -0.06 -0.82 1.19 0.00
C 1.1452 3.1627 0.4513 -0.06 0.10 -0.55 -0.01
C 0.9366 1.7777 2.4893 -0.16 1.94 0.65 0.00
Se 1.3672 0.1067 1.7736 -0.66 -0.04 -0.20 0.01
H 0.7888 1.4688 5.8141 0.05 0.01 -0.12 0.00
H 1.4928 0.2847 4.6864 -0.02 0.14 0.02 0.00
H -0.2589 0.4854 4.7847 0.02 0.08 -0.11 0.00
H 0.5691 3.8288 5.0328 0.01 -0.05 -0.19 0.00
H 0.8127 5.0535 2.5350 -0.04 -0.09 0.03 0.00
H 0.2521 2.8322 -0.0911 0.17 0.17 0.12 0.00
H 1.3373 4.2200 0.2527 0.03 -0.25 -0.07 0.00
H 1.9830 2.5363 0.1218 -0.09 0.26 0.14 0.00